Entry 1:
Density functional theory data (wB97M-V/def2-TZVPD) for O8RbS2 as an isolated structure.

CARTESIAN COORDINATES (ANGSTROEM)
Rb (-2.661, 0.835, 10.811)
S (-6.292, 2.618, 9.502)
O (-6.687, 3.561, 10.576)
O (-5.964, 3.295, 8.279)
O (-5.188, 1.750, 9.905)
O (-7.562, 1.811, 9.423)
S (-0.998, 1.647, 7.951)
O (0.434, 1.672, 7.574)
O (-1.211, 2.541, 9.105)
O (-1.896, 1.992, 6.857)
O (-1.230, 0.230, 8.364)

The net charge is -3. As for the largest force on an atom: 4.1 eV/Å. The relative energy (zero: lowest compared OMol25 entry of this formula, charge and spin) comes out at 188.8 kJ/mol. The calculation puts the HOMO energy at 3.034 eV.

=====

Entry 2:
Density functional theory data (wB97M-V/def2-TZVPD) for a 2-piece molecular cluster, S2 overall.

CARTESIAN COORDINATES (ANGSTROEM)
S (0.000, 0.000, 1.634)
S (0.000, 0.000, -1.634)

As for the largest force on an atom: 3.6 eV/Å. The relative energy (zero: lowest compared OMol25 entry of this formula, charge and spin) comes out at 626.9 kJ/mol. The calculation puts the HOMO energy at -9.654 eV.

=====

Entry 3:
Density functional theory data (wB97M-V/def2-TZVPD) for one molecule with the formula S2.

CARTESIAN COORDINATES (ANGSTROEM)
S (-0.549, -0.641, 0.352)
S (0.549, 0.641, -0.352)

As for the largest force on an atom: 2.1 eV/Å. The relative energy (zero: lowest compared OMol25 entry of this formula, charge and spin) comes out at 5.3 kJ/mol. The calculation puts the HOMO energy at -8.094 eV.

=====

Entry 4:
Density functional theory data (wB97M-V/def2-TZVPD) for one molecule with the formula S2.

CARTESIAN COORDINATES (ANGSTROEM)
S (0.000, 0.000, 1.221)
S (0.000, 0.000, -1.221)

As for the largest force on an atom: 5.9 eV/Å. The relative energy (zero: lowest compared OMol25 entry of this formula, charge and spin) comes out at 240.0 kJ/mol. The calculation puts the HOMO energy at -9.532 eV.

=====

Entry 5:
Density functional theory data (wB97M-V/def2-TZVPD) for a 2-piece molecular cluster, S2 overall.

CARTESIAN COORDINATES (ANGSTROEM)
S (0.729, -0.990, 1.252)
S (-0.729, 0.990, -1.252)

As for the largest force on an atom: 2.9 eV/Å. The relative energy (zero: lowest compared OMol25 entry of this formula, charge and spin) comes out at 702.0 kJ/mol. The calculation puts the HOMO energy at -9.474 eV.